(1)
C28H54BGaN2O3P3Te | wB97M-V/def2-TZVPD

```
93
C28H54BGaN2O3P3Te | the OMol25 dataset | wB97M-V/def2-TZVPD
Ga -0.75496 -0.29605 -0.52703
C -3.64920 -0.66459 2.02336
C -2.51433 -0.99070 2.99377
C -2.55842 -2.49618 3.28502
C -2.70144 -0.18035 4.27984
P -0.95946 -0.54375 2.07871
C -0.84332 1.31268 2.25354
N 0.09775 1.83585 1.26894
B 0.37268 1.28398 -0.01922
N 1.62777 1.76502 -0.45948
C 2.54476 1.17752 -1.43268
P 2.04757 -0.54639 -1.96331
C 3.62065 -1.53919 -1.68940
C 3.43100 -2.92425 -2.31736
C 3.73765 -1.72171 -0.17368
C 4.91806 -0.90330 -2.19520
C 1.71238 -0.35561 -3.79072
C 0.92370 -1.59924 -4.22496
C 0.80529 0.86380 -3.95174
C 2.93216 -0.18380 -4.69430
C 2.07291 2.67245 0.51797
C 3.21813 3.44863 0.55049
C 3.41418 4.27900 1.64838
C 2.48444 4.33517 2.68210
C 1.33262 3.55686 2.65266
C 1.14171 2.72353 1.56511
C 0.55557 -1.24575 2.91575
C 0.70049 -2.71710 2.49204
C 1.77833 -0.47336 2.40586
C 0.52431 -1.12013 4.43778
H -4.60678 -0.88868 2.49857
H -3.57809 -1.25037 1.10835
H -3.64782 0.39318 1.75064
H -3.57712 -2.76272 3.57265
H -1.90147 -2.78322 4.10315
H -2.29943 -3.09094 2.40712
H -3.55143 -0.59289 4.82730
H -2.92496 0.86612 4.06954
H -1.83968 -0.22057 4.94022
H -0.52203 1.59679 3.25643
H -1.85049 1.70951 2.10150
H 3.52663 1.13474 -0.95812
H 2.64229 1.80532 -2.31518
H 2.47669 -3.37178 -2.03025
H 4.22642 -3.58688 -1.96847
H 3.48200 -2.89403 -3.40422
H 2.87215 -2.24717 0.23010
H 3.84262 -0.77020 0.35109
H 4.62717 -2.31716 0.04668
H 4.97028 -0.85403 -3.27671
H 5.75410 -1.51942 -1.85428
H 5.08135 0.09947 -1.79922
H 0.00934 -1.71399 -3.64480
H 1.50520 -2.51582 -4.12665
H 0.62998 -1.49732 -5.27124
H -0.11009 0.77896 -3.36460
H 0.48276 0.93283 -4.99154
H 1.28677 1.80697 -3.69704
H 3.54068 -1.08446 -4.74517
H 3.56540 0.64824 -4.37983
H 2.58490 0.03165 -5.70722
H 3.93637 3.42212 -0.25852
H 4.29882 4.89888 1.69388
H 2.65234 5.00395 3.51486
H 0.60886 3.61268 3.45592
H 0.61447 -2.83705 1.40850
H -0.03435 -3.36322 2.96499
H 1.69002 -3.07260 2.78625
H 1.79746 -0.39109 1.32170
H 2.67566 -1.01423 2.71204
H 1.83618 0.52963 2.83017
H -0.23431 -1.74700 4.90002
H 0.37481 -0.08982 4.76319
H 1.49507 -1.44136 4.82252
C -3.12310 3.53812 -1.29577
C -3.54208 2.38014 -2.16563
O -2.95409 1.18602 -1.60187
P -3.18254 -0.25304 -2.28563
O -2.24561 -1.05086 -1.26425
Te -2.83558 -0.44593 -4.54546
O -4.68431 -0.64085 -2.02739
C -5.50800 -0.52560 -0.85140
C -5.94509 -1.90494 -0.41724
H -3.50662 4.46657 -1.71875
H -2.03501 3.60705 -1.24127
H -3.51758 3.43691 -0.28427
H -3.18952 2.49270 -3.19174
H -4.62731 2.26473 -2.19117
H -6.36935 0.06782 -1.15657
H -4.97423 0.02667 -0.07843
H -6.50402 -2.38469 -1.21900
H -6.58956 -1.83486 0.46003
H -5.08810 -2.53202 -0.18080
```

Results
Orbital gap = 6.73 eV
HOMO = -0.359 hartree
Total charge = +1

Mulliken population analysis, charges in e, atoms 1 to 4: Ga 1.26; C -2.13; C 2.64; C -2.05

---

(2)
C4H14N2O3 | wB97M-V/def2-TZVPD

```
23
C4H14N2O3 | the OMol25 dataset | wB97M-V/def2-TZVPD
O 1.41448 0.16396 -2.28436
C 0.74646 0.60463 -1.44198
O -0.42073 1.33862 -1.55021
C 1.13823 0.90583 -0.08721
C 0.34100 -0.11764 0.81688
C -1.07470 0.45210 1.28841
N -2.27112 0.06790 0.30889
N 2.61991 0.56331 0.16941
H -0.48057 1.73494 -2.48260
H 0.73455 1.95470 0.26617
H 0.89285 -0.40981 1.68441
H 0.25193 -1.04347 0.07505
H -0.85561 1.66621 1.24938
H -1.28030 -0.16719 2.23340
H -3.16702 0.14955 0.86681
H -2.43324 0.78324 -0.44010
H -2.33229 -0.95008 -0.02559
H 2.97592 0.43793 1.16175
H 2.74913 -0.43918 -0.13992
H 3.19754 1.28277 -0.36696
H -0.53233 -3.08106 -1.15497
H -1.22136 -3.29788 0.23501
O -0.99274 -2.59939 -0.38166
```

Results
Orbital gap = 12.23 eV
HOMO = -0.694 hartree
Energy relative to the best compared isomer or geometry (same formula, charge and spin) = 239.7 kJ/mol
Total charge = +2

natural (NBO) population analysis, charges in e, atoms 1 to 4: O -0.47; C 0.75; O -0.75; C -0.17

---

(3)
C4H6N2O | wB97M-V/def2-TZVPD

```
13
C4H6N2O | the OMol25 dataset | wB97M-V/def2-TZVPD
C -1.39719 0.90777 -0.53952
C 1.00740 -0.89253 -0.08269
C -0.18022 1.14741 0.37327
C 0.19569 -0.26015 0.97512
N -1.43576 -0.09950 -1.30049
N 1.97801 -1.50292 -0.40341
O -0.52404 -0.96829 -1.49630
H -2.31941 1.39979 -0.33861
H 0.76113 1.63364 -0.16814
H -0.22804 1.72075 1.33414
H -0.65328 -0.87581 1.12377
H 0.62419 -0.18521 1.86299
H 2.17153 -2.02495 -1.34013
```

Results
Orbital gap = 8.40 eV
HOMO = -0.287 hartree
Energy relative to the best compared isomer or geometry (same formula, charge and spin) = 534.9 kJ/mol
Total charge = 0

natural (NBO) population analysis, charges in e, atoms 1 to 4: C -0.09; C 0.63; C -0.46; C -0.51

---

(4)
C25H24AsINOPtS2 | wB97M-V/def2-TZVPD

```
56
C25H24AsINOPtS2 | the OMol25 dataset | wB97M-V/def2-TZVPD
Pt 0.30491 -1.19129 -0.97686
S 2.51321 -1.26977 -1.16304
C 3.14099 0.36373 -0.99451
C 4.50334 0.54774 -1.24576
C 5.06484 1.80959 -1.14668
C 4.27454 2.89586 -0.79554
C 2.92005 2.71716 -0.53759
C 2.34639 1.45885 -0.62821
As 0.46950 1.15875 -0.25011
C -0.33042 2.88051 -0.58900
C -0.45354 3.83140 0.41941
C -1.00805 5.07097 0.12896
C -1.43592 5.35603 -1.16051
C -1.31522 4.40392 -2.16393
C -0.76716 3.16203 -1.87985
C 0.45290 0.98937 1.67353
C 1.61593 0.73140 2.38855
C 1.54544 0.44444 3.74610
C 0.31717 0.41624 4.39059
C -0.84733 0.68021 3.67887
C -0.78017 0.95880 2.32242
H 5.10979 -0.30441 -1.52467
H 6.11871 1.94591 -1.34854
H 4.71073 3.88308 -0.72134
H 2.30708 3.56819 -0.26606
H -0.11627 3.60875 1.42410
H -1.10258 5.81418 0.90977
H -1.86559 6.32347 -1.38456
H -1.65034 4.62900 -3.16790
H -0.67748 2.41512 -2.66034
H 2.57839 0.74985 1.89202
H 2.45324 0.24528 4.30060
H 0.26598 0.19666 5.44911
H -1.80618 0.66903 4.18099
H -1.69103 1.15485 1.76721
C -3.65485 -2.92701 -0.07371
S -3.01175 -1.26467 -0.17015
C -4.41933 -0.50322 -0.95909
O -1.95781 -1.29906 -1.25789
H -4.52740 -2.92579 0.57914
H -2.87620 -3.55495 0.35539
H -3.91053 -3.26005 -1.07913
H -5.27375 -0.55140 -0.28482
H -4.61948 -1.02524 -1.89390
H -4.15573 0.53454 -1.15365
I -0.11675 -2.99333 2.03157
C 0.03454 -4.15641 0.28897
C 0.06111 -5.53845 0.39479
C 0.14574 -6.27659 -0.77350
C 0.19686 -5.61739 -1.99257
C 0.16744 -4.23710 -1.99770
N 0.08665 -3.51539 -0.87152
H 0.02013 -6.01445 1.36321
H 0.17266 -7.35736 -0.72859
H 0.26209 -6.16005 -2.92468
H 0.21052 -3.67155 -2.91940
```

Results
Orbital gap (spin up / spin down) = 6.88 / 6.81 eV
Multiplicity = 3
HOMO (spin up / spin down) = -0.333 / -0.419 hartree
Energy relative to the best compared isomer or geometry (same formula, charge and spin) = 0.0 kJ/mol
Total charge = +1

natural (NBO) population analysis, charges in e, atoms 1 to 4: Pt 0.53; S 0.15; C -0.28; C -0.18

---

(5)
C6H7N | wB97M-V/def2-TZVPD

```
14
C6H7N | the OMol25 dataset | wB97M-V/def2-TZVPD
C 2.03524 0.23704 -0.24102
C 0.96540 1.20889 0.07094
C -0.85655 -0.77498 -0.70863
C -1.37075 0.54876 -0.20138
C -1.79547 -0.78933 0.34915
N -0.36042 -0.91864 0.69968
C -0.18595 0.60826 0.76776
H 2.77309 0.60593 0.49696
H 2.52970 0.39669 -1.20582
H 1.86866 -0.83219 -0.05321
H -0.61195 -1.27513 -1.62944
H -1.95759 1.30734 -0.71180
H -2.65860 -1.37889 0.61148
H -0.37482 1.05626 1.75534
```

Results
Orbital gap = 8.49 eV
HOMO = -0.303 hartree
Energy relative to the best compared isomer or geometry (same formula, charge and spin) = 749.9 kJ/mol
Total charge = 0

natural (NBO) population analysis, charges in e, atoms 1 to 4: C -0.80; C 0.18; C -0.15; C -0.20

---

(6)
C34H41BN8S2Ti | wB97M-V/def2-TZVPD

```
87
C34H41BN8S2Ti | the OMol25 dataset | wB97M-V/def2-TZVPD
Ti -0.73034 0.53757 1.04330
C -1.32710 2.90698 1.01637
C -2.56745 2.23992 1.22048
C -2.46603 1.57068 2.49114
C -1.16554 1.85562 3.00068
C -0.46280 2.69134 2.10993
C 0.85397 3.38879 2.38619
C 1.45148 3.95516 1.09754
C 1.85342 2.43641 3.04960
C 0.57718 4.55917 3.34441
C -3.48214 0.90468 3.42939
C -2.76322 -0.07388 4.37663
C -4.59378 0.10854 2.74458
C -4.12588 1.99853 4.30197
C -3.73739 2.47086 0.25311
C -4.30941 1.18999 -0.38111
C -4.85490 3.24550 0.97197
C -3.29110 3.34523 -0.92938
H -1.07127 3.47489 0.13743
H -0.78008 1.48671 3.93874
H 1.61340 3.17256 0.35656
H 2.41405 4.43124 1.30834
H 0.79291 4.71085 0.65977
H 2.01702 1.54029 2.45003
H 1.48882 2.10200 4.02394
H 2.81399 2.93909 3.20335
H -0.13918 5.25594 2.90073
H 1.50212 5.10323 3.56741
H 0.15588 4.19286 4.28370
H -2.09699 -0.74531 3.82983
H -3.50371 -0.66821 4.91934
H -2.16281 0.45314 5.12154
H -4.17399 -0.69022 2.12721
H -5.23549 0.72816 2.12036
H -5.22503 -0.35553 3.50787
H -3.34864 2.56424 4.82034
H -4.78509 1.54700 5.05245
H -4.71183 2.70042 3.70822
H -4.31451 0.34438 0.29294
H -3.71338 0.90081 -1.24746
H -5.33558 1.36435 -0.72529
H -5.38028 2.62780 1.70110
H -5.59367 3.59738 0.24382
H -4.44123 4.11191 1.49520
H -2.44468 2.89658 -1.45421
H -3.01650 4.35347 -0.60992
H -4.11970 3.42726 -1.63912
C 2.79956 1.42365 -1.40282
C 2.25349 0.76273 -0.28456
N 0.94945 0.62419 -0.43580
N 0.60764 1.15904 -1.63937
C 1.72758 1.65128 -2.22699
B -0.45190 0.50070 -2.56958
N -1.62127 -0.24301 -1.85957
C -2.48451 -0.96956 -2.60318
C -3.12188 -1.87482 -1.78795
C -2.56655 -1.64226 -0.52243
N -1.66738 -0.66988 -0.57738
N 0.25505 -0.55022 -3.47043
C 0.60573 -0.40099 -4.76713
C 1.29096 -1.53349 -5.15031
C 1.30629 -2.32711 -3.98604
N 0.68093 -1.72636 -2.98481
H 3.83104 1.68274 -1.57291
H 2.72484 0.36682 0.60536
H 1.67805 2.07502 -3.21718
H -0.89000 1.34943 -3.32135
H -2.54943 -0.80982 -3.66757
H -3.86264 -2.60718 -2.06015
H -2.77594 -2.11874 0.42098
H 0.33423 0.49067 -5.31042
H 1.70882 -1.75587 -6.11901
H 1.73925 -3.30459 -3.83396
S 0.39628 -1.07377 2.53988
C 0.85095 -2.62877 1.85257
C -0.15618 -3.52626 1.52113
C 0.10009 -4.79287 0.99380
C -0.97982 -5.66340 0.67912
N -1.87401 -6.34933 0.43181
C 1.44203 -5.16745 0.79830
C 2.45756 -4.29129 1.13974
C 2.22519 -3.00691 1.68704
S 3.56120 -2.02820 2.13502
C 1.77459 -6.45283 0.26654
N 2.04990 -7.49191 -0.14726
H -1.18178 -3.22736 1.69532
H 3.48549 -4.59171 0.99151
```

Results
Orbital gap (spin up / spin down) = 5.17 / 5.35 eV
Multiplicity = 3
HOMO (spin up / spin down) = -0.040 / -0.046 hartree
Energy relative to the best compared isomer or geometry (same formula, charge and spin) = 56.7 kJ/mol
Total charge = -2

Mulliken population analysis, charges in e, atoms 1 to 4: Ti 0.69; C -0.18; C 0.44; C 0.49

---

| no. | largest force on an atom (hartree/bohr) | energy (eV) |
| --- | --- | --- |
| 1 | 0.007 | -127247.1395 |
| 2 | 0.110 | -13479.7336 |
| 3 | 0.098 | -9267.9578 |
| 4 | 0.007 | -123702.0874 |
| 5 | 0.009 | -7817.8753 |
| 6 | 0.016 | -93311.8382 |